Molecular formula: C26H33F5O24
Method: DFT, the ωB97M-V functional and the def2-TZVPD basis

CARTESIAN COORDINATES (ANGSTROEM)
F 3.262 4.261 -2.906
F 5.044 -1.316 -2.098
F -5.319 -3.674 -1.012
F 3.183 5.843 2.219
F -1.029 -0.624 4.905
O 1.559 7.038 0.084
O 2.902 0.002 -3.652
O 3.305 2.210 -3.661
O -1.858 -1.335 -4.228
O 1.518 -3.668 -0.004
O 4.020 0.159 -0.709
O 1.725 7.556 2.231
O -3.781 2.650 5.679
O -5.640 -5.133 2.620
O -0.151 1.188 2.321
O 4.795 -1.334 0.689
O 2.754 -0.421 1.029
O 1.417 1.524 -2.862
O -2.145 1.241 5.151
O -4.981 -3.065 1.929
O -0.164 -4.480 -1.249
O -0.351 -2.003 -2.831
O 1.420 9.254 0.768
O 0.013 2.210 0.296
O -2.837 1.044 7.122
O 0.369 3.384 2.295
O -0.480 -3.606 0.832
O -6.483 -4.262 0.737
O -2.167 -0.984 -2.022
C -0.281 -0.775 -6.209
C -1.488 -1.351 -2.953
C 5.233 -0.260 -1.299
C -1.851 -3.938 0.824
C 1.491 2.890 -2.400
C -0.343 0.168 1.359
C 1.418 5.802 0.682
C 1.534 8.036 1.004
C -0.842 -1.744 -5.129
C 1.929 6.123 2.072
C 2.491 3.336 -3.451
C -6.141 -3.203 -0.081
C -1.716 -0.504 1.672
C 3.766 -0.545 0.382
C -5.666 -4.232 1.845
C 0.056 2.336 1.686
C -1.162 0.418 5.722
C -1.952 -0.045 6.951
C -3.026 1.698 5.955
C 0.316 -4.032 -0.207
C 2.465 -4.058 -1.043
C 5.929 -0.814 -0.092
C 0.250 -2.278 -4.118
C -0.145 0.863 -0.001
C 2.557 1.166 -3.435
C -5.480 -2.186 0.914
H -6.989 -2.751 -0.595
H 0.414 5.379 0.643
H -1.086 0.735 -0.536
H 1.772 2.878 -1.347
H 3.464 -4.190 -0.627
H -2.484 0.268 1.721
H 0.546 3.431 -2.348
H -2.350 -3.385 0.028
H -2.587 -0.917 6.790
H 2.222 -4.898 -1.694
H 6.505 -0.065 0.452
H 0.402 -1.301 -6.877
H 2.108 5.088 0.233
H 0.267 0.080 -5.814
H 2.098 3.786 -4.363
H -1.897 -5.010 0.633
H 5.725 0.526 -1.871
H 0.717 0.381 -0.464
H -2.120 -1.169 0.908
H 6.619 -1.558 -0.490
H 1.191 -1.779 -4.351
H -1.098 -0.525 -6.886
H -2.126 -3.590 1.820
H -1.122 -2.617 -5.719
H 0.298 -3.356 -4.274
H -4.785 -1.512 0.413
H -1.689 -1.065 2.606
H -1.455 -0.403 7.853
H -6.235 -1.552 1.380
H 2.692 -3.191 -1.663
H 1.527 5.431 2.812
H -0.198 0.921 5.791
H 0.413 -0.602 1.514

Output
Frontier orbital gap (eV): 10.8
LUMO energy (eV): 0.210
Spin multiplicity: 1
HOMO energy (Ha): -0.390
F_max (eV/A): 5.4
Total charge: 0

---

Molecular formula: C28H87N5O17
Method: DFT, the ωB97M-V functional and the def2-TZVPD basis

CARTESIAN COORDINATES (ANGSTROEM)
O 25.600 27.947 -10.171
O 27.233 25.448 -15.018
O 23.654 23.095 -11.212
O 18.944 25.521 -13.906
O 22.753 24.685 -13.328
O 29.179 27.915 -15.477
O 26.348 29.543 -12.496
O 22.651 25.630 -18.037
O 23.320 23.171 -18.119
O 26.171 20.508 -16.385
O 24.214 22.772 -8.605
O 29.320 21.987 -12.178
O 31.163 22.263 -15.892
O 25.342 23.463 -14.694
O 24.931 20.757 -13.960
O 24.478 18.356 -17.558
O 20.817 26.368 -12.215
N 26.367 24.079 -11.287
N 24.274 27.865 -20.486
N 27.624 22.851 -17.170
N 15.445 26.486 -12.906
N 23.883 25.634 -9.753
C 19.382 24.435 -14.663
C 29.176 20.538 -12.233
C 23.928 19.523 -17.007
C 29.745 22.625 -15.870
C 24.417 25.178 -8.461
C 24.129 26.390 -7.539
C 28.129 22.742 -12.470
C 24.694 28.690 -10.856
C 27.799 27.868 -15.452
C 23.789 25.337 -14.057
C 23.835 21.507 -8.000
C 29.659 23.756 -18.108
C 25.467 29.903 -11.426
C 17.325 26.005 -11.434
C 16.898 26.617 -12.789
C 23.614 23.909 -7.934
C 23.635 26.477 -18.622
C 24.357 24.369 -15.155
C 26.724 21.709 -10.674
C 21.547 26.464 -17.531
C 27.378 23.065 -11.159
C 31.836 22.535 -14.723
C 23.249 26.936 -20.023
C 23.101 25.758 -21.026
C 24.948 20.697 -17.141
C 17.532 25.853 -14.017
C 27.326 26.543 -15.960
C 29.058 22.613 -17.281
H 21.832 27.124 -16.711
H 23.600 24.865 -10.344
H 23.765 19.266 -15.960
H 23.009 26.092 -9.536
H 23.068 26.252 -21.997
H 18.372 26.217 -11.218
H 27.375 28.591 -16.150
H 25.207 27.071 -10.124
H 23.747 23.729 -6.867
H 25.696 24.133 -10.534
H 23.956 28.251 -21.364
H 25.467 24.962 -8.656
H 23.899 28.989 -10.173
H 24.311 28.025 -11.631
H 28.062 25.372 -14.539
H 27.510 23.600 -16.501
H 24.452 20.667 -8.319
H 17.378 27.595 -12.828
H 24.071 25.265 -20.957
H 25.213 20.945 -18.169
H 21.574 25.963 -12.641
H 23.183 24.098 -12.701
H 30.009 20.045 -12.734
H 24.977 27.181 -20.729
H 28.457 23.717 -12.832
H 27.947 26.291 -16.820
H 17.394 26.522 -14.867
H 17.203 24.928 -11.314
H 22.907 19.627 -17.374
H 29.105 24.042 -19.003
H 26.739 21.233 -16.663
H 22.232 25.143 -20.797
H 23.641 23.088 -10.253
H 28.086 23.454 -10.426
H 16.818 26.557 -10.643
H 29.516 23.560 -15.359
H 29.047 20.124 -11.233
H 24.999 21.665 -14.259
H 22.374 27.587 -20.043
H 24.442 21.563 -16.713
H 27.420 21.010 -10.209
H 26.338 26.722 -16.386
H 20.115 26.310 -12.866
H 25.503 20.267 -14.553
H 29.348 21.868 -15.193
H 31.654 23.575 -14.453
H 20.861 25.827 -16.973
H 19.020 24.482 -15.690
H 23.333 26.211 -14.522
H 24.454 25.742 -13.294
H 16.953 25.008 -14.393
H 14.991 27.076 -12.224
H 15.188 25.565 -12.579
H 19.136 23.507 -14.147
H 24.046 21.528 -6.930
H 26.239 21.113 -11.447
H 20.944 27.012 -18.255
H 29.484 28.816 -15.347
H 30.644 23.369 -18.369
H 26.138 24.000 -14.661
H 20.469 24.454 -14.743
H 28.341 20.287 -12.886
H 23.882 27.346 -18.011
H 24.546 26.369 -6.532
H 29.208 21.623 -17.711
H 24.761 24.947 -15.986
H 31.420 21.864 -13.971
H 24.571 27.329 -7.871
H 22.889 24.024 -18.037
H 29.793 24.687 -17.558
H 25.967 29.729 -13.358
H 22.767 21.320 -8.109
H 22.529 23.946 -8.029
H 24.646 26.069 -18.594
H 24.740 18.646 -18.435
H 27.264 23.145 -18.066
H 23.506 23.786 -15.507
H 22.608 22.558 -18.302
H 25.999 21.893 -9.881
H 24.777 30.677 -11.764
H 23.650 22.170 -11.460
H 26.034 30.454 -10.676
H 32.888 22.327 -14.921
H 27.446 28.184 -14.469
H 23.082 26.661 -7.404
H 25.805 23.717 -12.045
H 27.475 22.286 -13.213

Output
Frontier orbital gap (eV): 9.0
LUMO energy (eV): 0.372
Spin multiplicity: 1
HOMO energy (Ha): -0.318
F_max (eV/A): 3.5
Total charge: 0

---

Molecular formula: C5H5N3
Method: DFT, the ωB97M-V functional and the def2-TZVPD basis

CARTESIAN COORDINATES (ANGSTROEM)
N 1.349 -1.507 -0.034
N 0.168 -0.935 0.015
N -1.044 -1.568 -0.037
C 0.175 0.401 -0.029
C -1.283 0.791 -0.051
C 1.482 0.838 0.000
C -1.922 -0.596 0.024
C 2.191 -0.442 0.010
H 1.821 1.884 0.051
H -3.011 -0.796 0.072
H -1.586 1.281 0.922
H -1.598 1.430 -0.908
H 3.258 -0.780 -0.038

Output
Frontier orbital gap (eV): 9.8
Relative energy (zero: lowest compared OMol25 entry of this formula, charge and spin) (kcal per mole): 30.4
LUMO energy (eV): 0.739
Spin multiplicity: 1
HOMO energy (Ha): -0.333
F_max (eV/A): 2.5
Total charge: 0

---

Molecular formula: C2HNO2S
Method: DFT, the ωB97M-V functional and the def2-TZVPD basis

CARTESIAN COORDINATES (ANGSTROEM)
S 1.214 1.594 -1.703
O 0.154 0.681 0.495
O -0.114 -0.731 -1.084
N -0.672 -1.220 0.094
C -0.448 -0.315 0.990
C 0.478 0.516 -0.774
H -0.612 -0.525 1.982

Output
Frontier orbital gap (eV): 10.0
Relative energy (zero: lowest compared OMol25 entry of this formula, charge and spin) (kcal per mole): 66.6
LUMO energy (eV): 0.338
Spin multiplicity: 1
HOMO energy (Ha): -0.353
F_max (eV/A): 5.4
Total charge: 0

---

Molecular formula: C3H2N2O3
Method: DFT, the ωB97M-V functional and the def2-TZVPD basis

CARTESIAN COORDINATES (ANGSTROEM)
O -0.528 0.030 -0.140
O -3.575 0.397 0.045
O 2.108 2.645 -0.434
N -3.178 -0.679 -0.075
N -2.729 -1.666 -0.302
C 0.536 -0.445 0.119
C 1.927 0.272 0.176
C 2.121 1.514 -0.153
H 0.579 -1.546 0.330
H 2.739 -0.522 0.434

Output
Frontier orbital gap (eV): 10.1
Relative energy (zero: lowest compared OMol25 entry of this formula, charge and spin) (kcal per mole): 103.4
LUMO energy (eV): 0.015
Spin multiplicity: 1
HOMO energy (Ha): -0.372
F_max (eV/A): 4.6
Total charge: 0

---

Molecular formula: CH7N6
Method: DFT, the ωB97M-V functional and the def2-TZVPD basis

CARTESIAN COORDINATES (ANGSTROEM)
N 2.439 1.900 -0.070
N -3.022 0.116 -0.682
N 1.053 -1.290 -0.134
N -2.288 0.728 0.160
N -1.165 0.243 0.510
N 2.223 0.725 0.073
C 2.180 -0.540 -0.061
H 1.173 -2.252 -0.545
H -0.915 0.640 1.418
H -2.987 -0.957 -0.980
H 2.931 -1.289 -0.057
H 2.267 2.496 0.754
H -4.009 0.452 -0.532
H 0.121 -0.971 0.145

Output
Frontier orbital gap (eV): 7.4
Relative energy (zero: lowest compared OMol25 entry of this formula, charge and spin) (kcal per mole): 115.8
LUMO energy (eV): -5.629
Spin multiplicity: 1
HOMO energy (Ha): -0.480
F_max (eV/A): 4.1
Total charge: +1